1.
ORCA calculation (ωB97M-V/def2-TZVPD) on a molecular structure, C2HBr2FO in a non-equilibrium geometry.

Geometry (Å):
C1 0.389 0.346 0.557
C2 1.125 -0.905 0.926
O1 0.668 1.410 1.039
F1 2.044 -0.808 1.802
Br1 -0.748 -1.607 2.482
Br2 1.378 -2.442 -0.299
H1 -0.456 0.392 -0.181

Charge ... 0
E_LUMO (spin up / spin down) ... -2.33 / -2.33 eV
Highest occupied orbital energy (spin up / spin down) ... -10.32 / -10.32 eV
Energy above the lowest of the compared OMol25 structures with the same formula, charge and spin ... 168.53 kJ/mol
HOMO-LUMO gap (spin up / spin down) ... 7.99 / 7.99 eV


2.
ORCA calculation (ωB97M-V/def2-TZVPD) on a molecular structure, C14H20N6S2SeSiV in a non-equilibrium geometry.

Geometry (Å):
V1 0.468 -0.100 0.945
N1 4.089 1.386 2.961
C1 3.018 0.771 2.481
S1 2.169 1.441 1.110
N2 2.610 -0.340 3.040
N3 1.546 -0.880 2.447
C2 0.981 -1.893 3.023
C3 -0.067 -2.531 2.273
C4 -0.741 -3.674 2.685
C5 -1.681 -4.235 1.842
C6 -1.910 -3.644 0.605
C7 -1.218 -2.498 0.269
N4 -0.317 -1.933 1.087
H1 4.423 2.241 2.552
H2 4.592 0.978 3.733
H3 1.334 -2.257 3.980
H4 -0.515 -4.107 3.650
H5 -2.225 -5.122 2.134
H6 -2.627 -4.058 -0.088
H7 -1.390 -1.998 -0.671
S2 -1.768 0.385 1.677
C8 -1.929 2.050 1.379
N5 -3.142 2.640 1.566
C9 -3.323 3.967 1.392
C10 -2.267 4.740 1.013
C11 -1.049 4.082 0.796
N6 -0.894 2.782 0.968
H8 -3.918 2.054 1.848
H9 -4.316 4.359 1.562
H10 -2.374 5.806 0.882
H11 -0.169 4.626 0.471
C12 2.443 0.694 -3.950
Si1 0.909 -0.346 -3.778
C13 1.078 -2.201 -3.701
C14 -0.720 0.331 -4.385
Se1 0.453 0.103 -1.209
H12 2.702 0.828 -5.003
H13 3.291 0.222 -3.454
H14 2.294 1.683 -3.514
H15 1.196 -2.617 -4.705
H16 0.193 -2.657 -3.256
H17 1.950 -2.493 -3.116
H18 -0.767 0.320 -5.477
H19 -0.860 1.361 -4.055
H20 -1.551 -0.267 -4.010

2S+1 ... 2
Charge ... +2
E_LUMO (spin up / spin down) ... -7.49 / -6.83 eV
Highest occupied orbital energy (spin up / spin down) ... -13.84 / -13.85 eV
Energy above the lowest of the compared OMol25 structures with the same formula, charge and spin ... 63.47 kJ/mol
HOMO-LUMO gap (spin up / spin down) ... 6.35 / 7.02 eV


3.
ORCA calculation (ωB97M-V/def2-TZVPD) on a molecular structure, C12H21CoI2N5O in a non-equilibrium geometry.

Geometry (Å):
Co1 0.376 0.349 0.123
N1 2.509 0.407 -0.587
C1 2.968 1.804 -0.735
C2 1.870 2.561 -1.454
N2 0.634 2.418 -0.648
H1 3.156 -0.125 -0.017
H2 2.509 -0.033 -1.502
H3 3.908 1.867 -1.283
H4 3.124 2.234 0.256
H5 1.693 2.127 -2.439
H6 2.150 3.605 -1.590
H7 -0.146 2.846 -1.135
H8 0.754 2.959 0.205
I1 -1.835 -1.079 1.813
C3 -2.588 -0.164 0.058
C4 -3.939 -0.208 -0.213
C5 -4.370 0.389 -1.392
C6 -3.439 0.979 -2.232
C7 -2.106 0.975 -1.859
N3 -1.678 0.423 -0.717
H9 -4.629 -0.687 0.467
H10 -5.422 0.381 -1.645
H11 -3.736 1.436 -3.165
H12 -1.354 1.417 -2.499
C8 -0.646 -4.692 -1.432
C9 0.708 -3.963 -1.515
C10 0.626 -2.610 -1.033
N4 0.529 -1.537 -0.637
H13 -0.498 -5.732 -1.712
H14 -1.374 -4.256 -2.113
H15 -1.048 -4.665 -0.420
H16 1.074 -3.945 -2.544
H17 1.459 -4.490 -0.920
N5 -0.126 1.846 3.889
C11 0.799 1.173 3.235
O1 0.800 1.046 2.002
C12 1.921 0.571 4.062
I2 1.445 -1.501 4.477
H18 -0.900 2.277 3.401
H19 -0.090 2.001 4.887
H20 2.051 1.039 5.040
H21 2.865 0.558 3.523

2S+1 ... 5
Charge ... +3
E_LUMO (spin up / spin down) ... -10.67 / -14.64 eV
Highest occupied orbital energy (spin up / spin down) ... -17.92 / -17.88 eV
Energy above the lowest of the compared OMol25 structures with the same formula, charge and spin ... 28.07 kJ/mol
HOMO-LUMO gap (spin up / spin down) ... 7.25 / 3.25 eV


4.
ORCA calculation (ωB97M-V/def2-TZVPD) on 2 unconnected molecules or ions with the total composition C4H12 in a non-equilibrium geometry.

Geometry (Å):
C1 1.132 -1.434 1.217
C2 1.573 -1.996 -0.148
H1 0.916 -2.257 1.886
H2 2.000 -0.846 1.525
H3 0.369 -0.668 1.109
H4 2.654 -2.116 -0.168
H5 1.362 -1.360 -1.022
H6 1.036 -2.887 -0.480
C3 -1.784 1.665 -1.132
C4 -0.928 1.776 0.111
H7 -1.298 2.106 -2.026
H8 -1.891 0.680 -1.610
H9 -2.786 2.082 -1.156
H10 -0.086 1.090 0.105
H11 -1.570 1.363 0.899
H12 -0.598 2.788 0.303

Charge ... 0
E_LUMO ... 1.11 eV
SMILES ... CC.CC
Highest occupied orbital energy ... -11.48 eV
Energy above the lowest of the compared OMol25 structures with the same formula, charge and spin ... 58.37 kJ/mol
HOMO-LUMO gap ... 12.59 eV


5.
ORCA calculation (ωB97M-V/def2-TZVPD) on 4 unconnected molecules or ions with the total composition C24H46Cl6N3O2 in a non-equilibrium geometry.

Geometry (Å):
C1 -6.361 -0.154 1.489
C2 -5.437 -0.927 1.325
C3 -4.279 -1.797 1.310
C4 -3.686 -1.911 -0.103
C5 -2.371 -1.148 -0.319
N1 -1.430 -1.280 0.821
C6 -0.169 -0.768 0.583
N2 0.291 -0.418 -0.634
C7 0.249 1.054 -0.917
C8 0.415 1.224 -2.417
C9 -0.094 2.566 -2.958
C10 -1.572 2.862 -2.680
C11 -1.919 3.537 -1.337
C12 -0.798 4.341 -0.680
N3 0.618 -0.639 1.613
C13 1.984 -0.144 1.576
C14 2.150 1.205 2.277
C15 2.063 1.064 3.801
C16 0.648 1.255 4.276
O1 0.108 2.322 4.242
O2 0.055 0.115 4.719
C17 -1.383 0.163 4.575
C18 -1.918 -1.256 4.710
H1 -7.224 0.430 1.612
H2 -3.569 -1.522 2.076
H3 -4.663 -2.776 1.574
H4 -4.369 -1.523 -0.847
H5 -3.495 -2.939 -0.389
H6 -1.910 -1.600 -1.181
H7 -2.601 -0.107 -0.533
H8 -1.805 -0.699 1.566
H9 -0.117 -0.966 -1.378
H10 -0.688 1.444 -0.530
H11 1.085 1.512 -0.405
H12 1.483 1.209 -2.616
H13 0.002 0.384 -2.972
H14 0.602 3.341 -2.650
H15 0.008 2.498 -4.037
H16 -1.970 3.400 -3.532
H17 -2.082 1.897 -2.696
H18 -2.287 2.802 -0.621
H19 -2.744 4.218 -1.512
H20 -0.489 5.152 -1.330
H21 -1.155 4.724 0.271
H22 0.068 3.731 -0.446
H23 0.255 -0.882 2.527
H24 2.602 -0.859 2.109
H25 2.400 -0.070 0.582
H26 3.129 1.582 2.023
H27 1.443 1.946 1.911
H28 2.665 1.838 4.257
H29 2.474 0.101 4.091
H30 -1.639 0.561 3.595
H31 -1.821 0.801 5.329
H32 -2.835 -1.326 4.136
H33 -1.215 -2.006 4.371
H34 -2.204 -1.451 5.734
Cl1 -0.416 0.137 -5.826
C19 -0.042 -1.562 -6.225
C20 1.083 -2.108 -5.384
Cl2 2.646 -1.350 -5.774
H35 0.189 -1.612 -7.286
H36 -0.948 -2.138 -6.043
H37 1.192 -3.176 -5.567
H38 0.896 -1.959 -4.322
Cl3 5.182 0.354 0.732
C21 6.698 1.296 0.656
C22 6.661 2.486 1.578
Cl4 5.490 3.715 1.034
H39 6.854 1.592 -0.378
H40 7.505 0.627 0.948
H41 7.639 2.963 1.601
H42 6.395 2.196 2.592
Cl5 1.513 -3.621 -0.678
C23 0.009 -4.480 -0.248
C24 -0.685 -5.065 -1.451
Cl6 -1.339 -3.795 -2.523
H43 -0.636 -3.777 0.277
H44 0.281 -5.277 0.442
H45 -1.526 -5.674 -1.124
H46 -0.020 -5.687 -2.043

Charge ... +1
E_LUMO ... -2.53 eV
Highest occupied orbital energy ... -12.39 eV
HOMO-LUMO gap ... 9.86 eV


6.
ORCA calculation (ωB97M-V/def2-TZVPD) on a molecular structure, C22H49AuN2OP3Se in a non-equilibrium geometry.

Geometry (Å):
Au1 1.158 0.491 -0.630
P1 2.639 -1.439 -1.046
P2 1.499 0.722 1.705
P3 -0.441 -0.017 -2.288
H1 -2.014 4.020 1.482
C1 -2.649 3.439 0.808
C2 -3.173 2.247 1.150
H2 -2.936 1.764 2.104
C3 4.067 -0.925 -2.067
C4 3.386 -2.219 0.421
C5 1.926 -2.849 -1.953
C6 0.380 1.995 2.332
C7 1.164 -0.754 2.697
C8 3.182 1.274 2.127
C9 -1.767 1.219 -2.247
C10 -1.262 -1.629 -2.136
C11 0.309 0.059 -3.947
H3 -2.930 3.945 -0.123
H4 -3.893 1.738 0.501
H5 4.778 -1.758 -2.152
H6 4.557 -0.060 -1.604
H7 3.720 -0.628 -3.065
H8 4.145 -2.950 0.102
H9 2.614 -2.742 1.001
H10 3.859 -1.467 1.063
H11 2.666 -3.661 -2.017
H12 1.630 -2.550 -2.966
H13 1.039 -3.213 -1.418
H14 0.762 2.383 3.285
H15 -0.627 1.581 2.475
H16 0.308 2.819 1.612
H17 1.014 -0.456 3.745
H18 2.003 -1.460 2.648
H19 0.255 -1.253 2.326
H20 3.197 1.568 3.186
H21 3.463 2.132 1.500
H22 3.916 0.472 1.969
H23 -2.199 1.338 -3.249
H24 -1.372 2.184 -1.902
H25 -2.555 0.907 -1.547
H26 -2.248 -1.578 -2.619
H27 -1.394 -1.892 -1.075
H28 -0.676 -2.415 -2.626
H29 -0.489 0.091 -4.702
H30 0.946 -0.814 -4.140
H31 0.923 0.966 -4.031
C12 1.989 4.307 -1.706
C13 0.983 4.997 -1.015
C14 0.752 6.351 -1.301
C15 1.510 7.008 -2.282
C16 2.474 6.295 -3.014
C17 2.696 4.942 -2.741
Se1 2.626 2.516 -1.202
H32 0.923 2.149 -0.845
H33 0.398 4.486 -0.246
H34 -0.020 6.896 -0.756
H35 1.353 8.068 -2.477
H36 3.052 6.787 -3.793
H37 3.433 4.378 -3.310
C18 -4.029 -1.505 1.002
N1 -3.598 -2.747 1.601
C19 -4.538 -3.848 1.606
C20 -2.234 -2.916 1.685
O1 -1.452 -2.056 1.233
N2 -1.766 -4.071 2.284
C21 -2.469 -4.738 3.364
C22 -0.330 -4.264 2.236
H38 -5.118 -1.463 1.067
H39 -3.716 -1.425 -0.051
H40 -3.599 -0.659 1.547
H41 -4.086 -4.762 1.197
H42 -4.907 -4.049 2.621
H43 -5.394 -3.567 0.986
H44 -1.729 -5.146 4.060
H45 -3.121 -4.044 3.912
H46 -3.069 -5.581 2.992
H47 0.023 -4.106 1.208
H48 0.200 -3.559 2.900
H49 -0.112 -5.294 2.546

2S+1 ... 3
Charge ... +3
E_LUMO (spin up / spin down) ... -9.06 / -12.48 eV
Highest occupied orbital energy (spin up / spin down) ... -15.22 / -15.22 eV
Energy above the lowest of the compared OMol25 structures with the same formula, charge and spin ... 0.00 kJ/mol
HOMO-LUMO gap (spin up / spin down) ... 6.16 / 2.74 eV


7.
ORCA calculation (ωB97M-V/def2-TZVPD) on 8 unconnected molecules or ions with the total composition C46H40BrCl14O2PSi in a non-equilibrium geometry.

Geometry (Å):
C1 -3.573 1.385 3.186
C2 -4.152 1.115 1.771
C3 -4.742 -0.296 1.542
C4 -3.770 -1.493 1.648
O1 -2.537 -1.259 2.346
Si1 -1.260 -0.851 1.289
P1 0.126 -2.477 0.545
O2 0.124 -2.216 -1.105
Br1 -0.818 -4.522 0.760
H1 -3.770 0.536 3.860
H2 -3.862 2.347 3.637
H3 -2.471 1.403 3.081
H4 -3.437 1.318 0.954
H5 -4.981 1.830 1.609
H6 -5.647 -0.413 2.165
H7 -5.138 -0.305 0.506
H8 -4.287 -2.305 2.197
H9 -3.535 -1.937 0.660
H10 -0.550 0.289 1.893
H11 -1.925 -0.314 0.073
H12 0.975 -1.778 -1.280
Cl1 -5.002 0.649 8.284
C5 -3.421 1.254 7.935
C6 -3.197 2.190 6.934
Cl2 -4.485 2.828 5.975
C7 -1.909 2.641 6.682
C8 -0.846 2.162 7.430
C9 -1.069 1.231 8.435
C10 -2.354 0.778 8.685
H13 -1.733 3.368 5.901
H14 0.158 2.515 7.229
H15 -0.241 0.857 9.024
H16 -2.526 0.051 9.468
Cl3 -3.668 -11.866 1.994
C11 -3.180 -10.211 1.895
C12 -3.831 -9.211 2.605
Cl4 -5.166 -9.552 3.648
C13 -3.409 -7.893 2.487
C14 -2.340 -7.575 1.666
C15 -1.686 -8.575 0.960
C16 -2.106 -9.890 1.075
H17 -3.916 -7.111 3.037
H18 -2.016 -6.545 1.577
H19 -0.848 -8.330 0.320
H20 -1.596 -10.668 0.523
Cl5 2.414 0.158 -2.431
C17 1.283 0.311 -3.736
C18 1.697 0.346 -5.060
Cl6 3.366 0.221 -5.491
C19 0.757 0.478 -6.075
C20 -0.590 0.570 -5.764
C21 -1.003 0.531 -4.439
C22 -0.067 0.403 -3.427
H21 1.068 0.507 -7.109
H22 -1.319 0.673 -6.557
H23 -2.055 0.601 -4.195
H24 -0.391 0.373 -2.395
Cl7 0.153 -0.655 5.161
C23 -0.593 -2.028 5.905
C24 -1.234 -3.005 5.156
Cl8 -1.321 -2.923 3.435
C25 -1.828 -4.086 5.796
C26 -1.779 -4.192 7.176
C27 -1.132 -3.216 7.924
C28 -0.542 -2.137 7.288
H25 -2.330 -4.849 5.216
H26 -2.244 -5.035 7.669
H27 -1.089 -3.297 9.002
H28 -0.040 -1.377 7.871
Cl9 1.731 2.332 -8.152
C29 3.195 3.166 -8.563
C30 3.208 4.213 -9.475
Cl10 1.766 4.764 -10.253
C31 4.405 4.847 -9.782
C32 5.583 4.440 -9.178
C33 5.568 3.396 -8.262
C34 4.375 2.762 -7.958
H29 4.418 5.662 -10.494
H30 6.514 4.936 -9.421
H31 6.483 3.076 -7.786
H32 4.367 1.950 -7.246
Cl11 -2.083 5.707 4.251
C35 -3.121 5.782 2.872
C36 -2.640 5.610 1.581
Cl12 -0.971 5.297 1.263
C37 -3.512 5.686 0.503
C38 -4.860 5.929 0.713
C39 -5.341 6.095 2.005
C40 -4.473 6.022 3.081
H33 -3.139 5.554 -0.504
H34 -5.535 5.989 -0.131
H35 -6.394 6.283 2.172
H36 -4.849 6.153 4.087
Cl13 8.442 1.461 -9.148
C41 9.503 1.242 -7.801
C42 9.035 1.216 -6.494
Cl14 7.354 1.387 -6.115
C43 9.927 1.045 -5.444
C44 11.280 0.898 -5.697
C45 11.748 0.920 -7.004
C46 10.860 1.092 -8.052
H37 9.565 1.026 -4.425
H38 11.972 0.767 -4.874
H39 12.805 0.803 -7.205
H40 11.226 1.110 -9.070

Charge ... 0
E_LUMO ... -0.02 eV
SMILES ... CCCCO[SiH2]P(O)Br.Clc1ccccc1Cl.Clc1ccccc1Cl.Clc1ccccc1Cl.Clc1ccccc1Cl.Clc1ccccc1Cl.Clc1ccccc1Cl.Clc1ccccc1Cl
Highest occupied orbital energy ... -8.53 eV
HOMO-LUMO gap ... 8.51 eV


8.
ORCA calculation (ωB97M-V/def2-TZVPD) on a molecular structure, C4H11InNO4P in a non-equilibrium geometry.

Geometry (Å):
C1 -1.867 2.357 1.099
C2 -1.103 1.035 0.481
O1 -2.060 0.270 -0.353
C3 0.223 1.419 -0.436
N1 1.437 0.903 0.304
C4 2.010 -0.347 -0.328
P1 0.802 -1.831 -0.420
O2 0.016 -2.101 0.936
O3 -0.212 -1.729 -1.835
O4 1.824 -3.263 -0.660
H1 -3.021 2.218 0.940
H2 -1.481 3.380 0.634
H3 -1.652 2.370 2.265
H4 -0.717 0.370 1.370
H5 -2.221 0.881 -1.152
H6 0.313 2.599 -0.535
H7 0.093 1.010 -1.525
H8 2.463 -0.184 -1.410
H9 2.904 -0.697 0.381
H10 -0.792 -2.547 -1.792
H11 1.267 -4.056 -0.374
In1 1.774 -2.057 2.410

Charge ... +2
E_LUMO ... -12.29 eV
Highest occupied orbital energy ... -17.80 eV
HOMO-LUMO gap ... 5.52 eV


9.
ORCA calculation (ωB97M-V/def2-TZVPD) on 6 unconnected molecules or ions with the total composition C10H33O6 in a non-equilibrium geometry.

Geometry (Å):
O1 -0.086 0.415 0.277
H1 0.422 1.339 0.120
H2 -0.110 -0.341 -0.493
H3 0.339 -0.085 1.092
C1 -3.062 2.135 -0.161
C2 -2.720 2.068 -1.615
O2 -1.340 2.087 -1.661
H4 -2.800 1.322 0.699
H5 -4.020 2.032 -0.087
H6 -2.768 3.120 0.367
H7 -3.010 2.977 -2.101
H8 -2.935 1.270 -1.962
H9 -1.074 2.344 -2.617
C3 -2.244 -2.079 -1.667
C4 -0.960 -2.079 -2.473
O3 -0.059 -1.019 -2.107
H10 -2.539 -1.052 -1.761
H11 -2.082 -2.014 -0.602
H12 -2.753 -2.831 -2.094
H13 -1.377 -1.939 -3.387
H14 -0.237 -3.027 -2.448
H15 0.821 -1.057 -2.658
C5 3.037 -1.120 1.390
C6 2.548 -0.492 2.701
O4 1.349 0.368 2.442
H16 2.492 -2.217 1.419
H17 4.132 -1.248 1.498
H18 2.898 -0.465 0.690
H19 3.074 0.003 3.335
H20 2.240 -1.301 3.365
H21 0.983 0.912 3.157
C7 -2.107 -1.174 2.525
C8 -1.258 -2.502 2.232
O5 -0.198 -2.059 1.364
H22 -1.641 -0.275 2.847
H23 -2.895 -1.357 3.272
H24 -2.667 -0.959 1.671
H25 -2.095 -3.446 1.881
H26 -0.680 -2.869 2.964
H27 0.385 -2.785 1.144
C9 3.541 1.587 -1.615
C10 2.320 2.566 -1.601
O6 1.590 2.589 -0.393
H28 4.300 1.586 -0.951
H29 4.095 1.568 -2.461
H30 3.339 0.608 -1.403
H31 1.587 2.025 -2.091
H32 2.548 3.455 -2.041
H33 1.678 3.415 -0.001

Charge ... +1
E_LUMO ... -2.25 eV
Highest occupied orbital energy ... -12.96 eV
Energy above the lowest of the compared OMol25 structures with the same formula, charge and spin ... 721.19 kJ/mol
HOMO-LUMO gap ... 10.70 eV